1.
A single C3H6O2 molecule in a non-equilibrium geometry, computed with ωB97M-V with the def2-TZVPD basis set.

Computed properties:
Gap between HOMO and LUMO = 0.34016 Ha
SMILES = CC(=O)CO
ΔE to the lowest compared entry with this formula, charge and spin = 3.2452 eV

Last column: Mulliken charge in e.
Positions of all 11 atoms, in Å:
C: 0.11015 1.30542 -0.81425  -0.957
C: -0.19597 0.43977 0.47207  0.603
O: 0.89736 0.65902 0.96225  -0.494
C: -0.65360 -1.06042 0.55823  -0.389
O: 0.49619 -1.81961 0.24272  -0.492
H: -0.12567 2.35201 -0.62991  0.307
H: -0.48660 0.78520 -1.52688  0.314
H: 1.17741 1.23930 -1.15540  0.253
H: -1.42838 -1.30119 -0.17349  0.283
H: -1.04369 -1.32589 1.55301  0.248
H: 1.25280 -1.27360 0.51165  0.326

Atoms 1-2, force components in eV/Å:
-2.0 -0.3 -0.9
4.4 0.2 -2.5

2.
A single C3H5FOS molecule in a non-equilibrium geometry, computed with ωB97M-V with the def2-TZVPD basis set.

Computed properties:
Gap between HOMO and LUMO (spin up / spin down) = 0.32693 / 0.32697 Ha
ΔE to the lowest compared entry with this formula, charge and spin = 4.0477 eV

Last column: Mulliken charge in e.
Positions of all 11 atoms, in Å:
C: -0.43395 2.16447 0.12219  -0.669
C: -0.49298 0.56466 0.39419  0.430
C: 0.31993 -1.83515 -0.30218  -0.981
O: 2.12101 0.05814 0.05106  -0.545
F: -1.67487 0.17514 0.64202  -0.212
S: 0.96424 -0.48057 0.76168  0.440
H: 0.48537 2.78325 0.08782  0.275
H: -1.39501 2.74415 0.04786  0.241
H: 0.17035 -1.34066 -1.25088  0.379
H: -0.82299 -2.00183 -0.12266  0.312
H: 0.75889 -2.83159 -0.43109  0.329

Atoms 1-2, force components in eV/Å:
0.0 -6.0 1.3
2.7 10.0 -1.7

3.
5 unconnected molecules or ions with the total composition C28H71N5O9 in a non-equilibrium geometry, computed with ωB97M-V with the def2-TZVPD basis set.

Computed properties:
Gap between HOMO and LUMO = 0.32993 Ha
SMILES = COC[C@H](C)N.COCCNCCOC.COCCNCCOC.COCCNCCOC.COCCNCCOC
ΔE to the lowest compared entry with this formula, charge and spin = 0.0000 eV

Last column: Mulliken charge in e.
Positions of all 113 atoms, in Å:
C: -0.67689 -0.10642 0.82463  -0.650
C: -0.44722 1.08194 -0.09627  0.840
C: -1.31913 2.24461 0.31033  -0.389
O: -2.64964 1.98960 -0.13115  -0.354
C: -3.56063 2.88258 0.43055  -0.884
N: 0.98188 1.43428 -0.07702  0.354
H: -0.35504 0.11559 1.84615  0.046
H: -0.30618 -1.05937 0.45546  0.529
H: -1.76369 -0.21329 0.93951  -0.385
H: -0.76418 0.81734 -1.11569  -0.570
H: -0.99759 3.16131 -0.20286  0.593
H: -1.35017 2.30314 1.40071  -0.177
H: -3.43200 3.90483 0.05713  0.390
H: -3.55570 2.89504 1.53492  0.322
H: -4.59009 2.55491 0.26246  0.289
H: 1.08111 2.15822 -0.78543  -0.141
H: 1.52393 0.63595 -0.41083  -0.041
C: 6.82680 3.71389 2.85581  -0.646
O: 5.70539 4.17286 3.56951  -0.410
C: 4.68136 3.20416 3.68003  -0.562
C: 3.98680 2.93978 2.35616  -0.345
N: 2.71038 2.24254 2.48096  0.325
C: 1.70170 2.86446 3.30269  -1.016
C: 1.23628 4.23184 2.81368  -0.195
O: 0.14799 4.74570 3.56928  -0.445
C: -1.12715 4.36741 3.13165  -0.629
H: 6.59291 3.52674 1.80437  0.243
H: 7.23993 2.79362 3.29694  0.293
H: 7.62656 4.45007 2.91363  0.267
H: 3.96305 3.56717 4.41195  0.302
H: 5.12789 2.29515 4.10952  0.315
H: 4.64285 2.37729 1.69270  0.463
H: 3.86455 3.94006 1.89921  0.264
H: 2.32743 2.06244 1.55912  -0.320
H: 2.05615 2.94233 4.33265  0.534
H: 0.82139 2.21623 3.38087  0.229
H: 0.98547 4.19508 1.74319  0.219
H: 2.03459 4.97484 2.89953  0.247
H: -1.37376 4.52206 2.07967  0.286
H: -1.80881 4.98183 3.72908  0.379
H: -1.40382 3.34012 3.41042  0.244
C: 0.15019 -0.80813 -3.49932  -0.637
O: -0.03634 -0.98171 -4.88383  -0.367
C: -0.78723 -2.12568 -5.23525  -0.656
C: -0.21752 -2.79881 -6.46082  -0.639
N: 0.81530 -3.77721 -6.13565  -0.322
C: 1.27927 -4.45788 -7.35749  -0.641
C: 2.22887 -5.57165 -7.01426  -0.643
O: 3.51878 -5.00550 -6.84246  -0.289
C: 4.46019 -5.90410 -6.33814  -0.730
H: 0.92622 -0.05059 -3.39074  0.092
H: 0.36571 -1.74228 -2.97675  0.372
H: -0.74186 -0.36832 -3.02356  0.302
H: -1.83837 -1.85709 -5.41489  0.390
H: -0.83348 -2.86835 -4.42807  0.325
H: 0.07419 -2.03942 -7.20276  0.318
H: -1.03956 -3.34125 -6.94465  0.459
H: 1.62352 -3.23965 -5.82392  0.196
H: 1.74563 -3.75907 -8.06134  0.337
H: 0.40922 -4.90130 -7.85179  0.481
H: 2.25552 -6.32536 -7.81198  0.407
H: 1.89366 -6.04068 -6.08188  0.327
H: 4.57574 -6.78726 -6.98478  0.288
H: 4.17458 -6.29317 -5.34881  0.299
H: 5.41824 -5.39893 -6.24943  0.246
C: 1.79824 -1.50518 4.07132  -0.760
O: 2.70271 -1.37227 2.99138  -0.270
C: 2.53162 -2.36775 1.98839  -0.307
C: 3.49251 -1.99330 0.88954  -0.778
N: 3.10865 -0.71080 0.28550  0.276
C: 4.19784 -0.22085 -0.53866  -1.168
C: 4.10221 1.21785 -1.00872  -0.031
O: 3.57232 1.31976 -2.29914  -0.430
C: 2.81439 2.46363 -2.59626  -0.632
H: 1.98331 -2.42604 4.63141  0.347
H: 0.77202 -1.46200 3.68644  0.266
H: 1.95961 -0.65665 4.73262  0.204
H: 1.49975 -2.21543 1.63675  0.007
H: 2.68802 -3.39172 2.33715  0.512
H: 3.55565 -2.74559 0.09885  0.394
H: 4.50082 -1.90374 1.32767  0.348
H: 2.80995 -0.11490 1.05279  -0.007
H: 4.20820 -0.82739 -1.45071  0.403
H: 5.16117 -0.37668 -0.03264  0.555
H: 5.14512 1.58997 -1.01888  0.485
H: 3.66428 1.87521 -0.24516  0.014
H: 1.96335 2.20997 -3.22787  0.217
H: 3.42174 3.17700 -3.17408  0.301
H: 2.49831 3.00328 -1.69902  0.286
C: -9.57020 0.95093 3.76084  -0.750
O: -8.52685 0.20477 3.21753  -0.284
C: -8.06087 0.74106 1.98225  -0.659
C: -6.94255 -0.12898 1.50258  -0.542
N: -5.67168 0.17749 2.18506  -0.242
C: -4.48132 -0.24994 1.46687  -0.544
C: -4.32849 -1.74739 1.31373  -0.656
O: -4.42686 -2.35082 2.58444  -0.363
C: -4.17318 -3.73135 2.53882  -0.769
H: -9.39091 2.03443 3.75326  0.303
H: -9.72444 0.61056 4.78601  0.249
H: -10.54394 0.82195 3.25826  0.288
H: -7.70438 1.75855 2.19027  0.319
H: -8.89740 0.83053 1.27813  0.402
H: -6.77029 -0.04612 0.42517  0.503
H: -7.19604 -1.18896 1.65064  0.285
H: -5.68717 -0.23754 3.10708  0.291
H: -3.66955 0.18848 2.05385  0.225
H: -4.42795 0.18560 0.46731  0.256
H: -3.35090 -1.96548 0.85943  0.522
H: -5.11517 -2.14191 0.65433  0.364
H: -4.75497 -4.22404 1.75160  0.324
H: -4.43517 -4.15380 3.50738  0.261
H: -3.10664 -3.92894 2.36382  0.258

Atoms 1-2, force components in eV/Å:
-1.4 0.3 0.3
0.4 -0.9 -0.2